Entry 1:
# C5H8N4O3S

The molecule C5H8N4O3S at a distorted geometry (the ωB97M-V functional and the def2-TZVPD basis, OMol25).

Structure (XYZ):
```
21
Properties=species:S:1:pos:R:3:forces:R:3
C -1.501 1.535 0.925 0.00 -5.97 -0.72
C -0.675 0.920 -0.190 2.76 2.92 -0.83
O -0.138 1.631 -1.042 -1.13 -0.26 0.20
N -0.270 -0.362 -0.212 -0.20 -3.13 1.60
N -0.680 -1.222 0.829 -1.01 0.39 -0.56
C -1.912 -1.779 1.005 -2.38 0.24 -2.61
N -1.954 -2.519 2.053 -1.04 -0.01 0.06
N -0.758 -2.414 2.662 1.37 -0.05 0.40
C -0.009 -1.664 1.914 -0.82 0.03 0.05
S 0.372 -1.288 -1.587 1.51 -0.60 0.23
C 1.979 -0.512 -2.103 -3.42 0.38 -0.51
O 0.624 -2.527 -0.950 0.31 -0.82 0.35
O -0.578 -1.216 -2.626 -0.63 0.67 -0.84
H -2.396 1.497 0.357 -1.72 0.91 0.36
H -1.056 2.410 1.126 0.97 3.36 0.78
H -1.523 0.788 1.771 -0.32 1.28 -0.65
H -2.788 -1.601 0.303 1.50 -0.34 0.94
H 0.882 -1.218 2.141 2.45 0.43 0.69
H 1.925 -0.518 -3.204 0.18 -0.05 0.57
H 1.639 0.434 -1.724 0.98 1.27 -0.14
H 2.849 -0.915 -1.666 0.63 -0.65 0.64
```
Forces are in eV/Å.

## Properties
largest force on an atom: 6.0 eV Å⁻¹
LUMO energy: 0.44 eV
HOMO: -0.3736 Eh
ΔE to the lowest compared entry with this formula, charge and spin: 1.130 eV
2S+1: 1
frontier orbital gap: 10.604 eV



Entry 2:
# C5H8N4P

The ion C5H8N4P with charge +1 at a distorted geometry (the ωB97M-V functional and the def2-TZVPD basis, OMol25).

Structure (XYZ):
```
18
Properties=species:S:1:pos:R:3:forces:R:3
C -1.468 0.372 0.384 1.17 -2.05 -1.49
C 0.931 1.920 0.341 0.92 0.29 -0.22
C 0.445 -0.997 -0.688 -2.09 -1.20 -1.26
C -0.299 2.320 -0.310 0.62 -0.30 1.82
C 1.928 -0.302 1.234 -2.00 0.03 -2.62
N -1.280 1.591 0.495 -0.87 -0.12 0.76
N 1.557 -0.943 -0.007 0.74 0.26 0.24
N -0.802 -0.648 -0.525 1.10 3.05 1.58
N -1.774 -0.990 -1.474 0.26 -0.47 -1.12
P 2.364 1.572 0.958 -1.01 0.23 -0.24
H -2.195 -0.278 0.817 -1.10 0.74 1.17
H -0.506 3.366 -0.163 -0.01 0.55 -0.13
H -0.297 2.042 -1.323 -0.04 -0.32 -1.61
H 1.109 -0.452 1.856 -1.55 0.64 1.51
H 2.713 -0.731 1.712 2.76 -1.25 1.03
H -1.543 -1.911 -1.815 0.05 -0.27 -0.19
H -2.698 -1.006 -1.078 -0.31 0.01 0.41
H 2.172 -1.555 -0.503 1.35 0.18 0.35
```
Forces are in eV/Å.

## Properties
largest force on an atom: 3.6 eV Å⁻¹
LUMO energy: -6.51 eV
net charge: +1
HOMO: -0.4389 Eh
ΔE to the lowest compared entry with this formula, charge and spin: 5.599 eV
2S+1: 1
frontier orbital gap: 5.432 eV



Entry 3:
# C5H8N5

The ion C5H8N5 with charge +1 at a distorted geometry (the ωB97M-V functional and the def2-TZVPD basis, OMol25).

Structure (XYZ):
```
18
Properties=species:S:1:pos:R:3:forces:R:3
C -2.564 1.337 -0.763 -2.18 -0.19 -1.52
C -1.758 0.138 -0.429 2.36 1.37 -2.56
C -1.981 -0.640 0.635 -0.31 -2.69 2.71
N -2.053 -1.430 1.516 -0.43 1.17 -0.52
N -0.710 -0.148 -1.210 -0.20 -1.02 -0.75
C 0.298 -1.020 -1.387 -2.44 0.63 1.47
N 1.312 -1.299 -0.608 1.62 -1.28 -1.52
N 1.705 -0.716 0.407 -1.03 0.89 1.16
C 2.570 -0.079 1.042 0.53 -1.68 4.30
N 3.427 0.850 0.654 1.58 1.05 0.27
H -2.210 1.926 -1.581 1.23 -0.23 -0.72
H -3.604 1.120 -1.210 1.18 0.03 1.55
H -2.523 2.049 0.015 -0.76 0.57 1.30
H -2.589 -2.176 1.958 0.39 0.19 -0.46
H 0.246 -1.732 -2.191 -0.10 0.45 -0.86
H 2.651 -0.408 2.207 -0.29 1.16 -2.75
H 4.213 1.152 1.244 -0.99 -0.47 -0.16
H 3.570 1.077 -0.299 -0.17 0.06 -0.94
```
Forces are in eV/Å.

## Properties
largest force on an atom: 4.6 eV Å⁻¹
LUMO energy (alpha / beta): -5.08 / -5.67 eV
net charge: +1
HOMO (alpha / beta): -0.4594 / -0.4348 Eh
ΔE to the lowest compared entry with this formula, charge and spin: 4.828 eV
2S+1: 1
frontier orbital gap (alpha / beta): 7.424 / 6.163 eV



Entry 4:
# C5H8N5

The ion C5H8N5 with charge +1 at a distorted geometry (the ωB97M-V functional and the def2-TZVPD basis, OMol25).

Structure (XYZ):
```
18
Properties=species:S:1:pos:R:3:forces:R:3
C 1.366 1.820 -0.169 -2.95 -1.33 -3.83
N 0.498 0.604 -0.180 2.40 1.26 -1.12
N -0.320 0.342 0.883 -0.28 -1.19 -1.47
C -0.982 -0.861 0.676 -1.11 0.43 -0.34
N -1.995 -1.256 1.483 -1.13 0.21 1.36
C -0.614 -1.390 -0.546 3.41 4.28 -0.09
N -0.784 -2.304 -1.510 -0.93 -0.18 0.67
N -0.020 -2.041 -2.535 -0.39 -1.06 -1.46
C 0.674 -0.966 -2.348 1.14 1.22 0.05
C 0.479 -0.351 -1.123 -5.42 -3.68 4.26
H 1.035 2.553 -0.916 -0.54 0.10 0.79
H 1.615 2.155 0.729 -0.03 1.72 4.24
H 2.287 1.580 -0.514 2.85 -1.46 -1.37
H 0.052 0.707 1.736 -0.31 -0.05 0.78
H -2.763 -1.801 1.126 0.56 -0.62 -0.66
H -2.486 -0.615 2.110 1.11 0.23 -0.13
H -1.594 -2.905 -1.624 0.55 -0.18 -0.07
H 1.350 -0.626 -3.051 1.08 0.29 -1.60
```
Forces are in eV/Å.

## Properties
largest force on an atom: 7.8 eV Å⁻¹
LUMO energy: -4.01 eV
net charge: +1
HOMO: -0.4644 Eh
ΔE to the lowest compared entry with this formula, charge and spin: 2.116 eV
2S+1: 1
frontier orbital gap: 8.631 eV



Entry 5:
# C5H8NO

The ion C5H8NO with charge +1 at a distorted geometry (the ωB97M-V functional and the def2-TZVPD basis, OMol25).

Structure (XYZ):
```
15
Properties=species:S:1:pos:R:3:forces:R:3
C 1.375 -1.469 -1.214 -0.02 0.93 0.23
C 0.124 -1.087 -0.457 -2.23 -0.74 0.15
C 0.138 -0.311 0.902 0.66 1.04 -0.66
N -0.517 0.746 0.483 0.66 -2.25 1.16
C -0.983 1.820 1.313 2.76 3.12 0.28
C -0.653 0.137 -0.958 -0.82 0.32 0.99
O -1.298 0.569 -1.815 0.27 -0.03 -0.57
H 1.691 -0.723 -1.928 0.35 1.06 0.50
H 1.129 -2.186 -1.950 -0.02 -1.78 -0.02
H 2.152 -1.682 -0.489 0.28 -0.54 -0.47
H -0.694 -1.951 -0.488 1.79 1.55 0.53
H 0.660 -0.371 1.927 -1.14 -0.33 -1.66
H -1.225 2.735 0.740 0.13 -0.74 -0.09
H -0.101 2.144 1.993 -1.39 -0.62 -1.04
H -1.798 1.629 1.942 -1.30 -0.98 0.65
```
Forces are in eV/Å.

## Properties
largest force on an atom: 4.2 eV Å⁻¹
LUMO energy: -5.56 eV
net charge: +1
HOMO: -0.5848 Eh
ΔE to the lowest compared entry with this formula, charge and spin: 1.594 eV
2S+1: 1
frontier orbital gap: 10.353 eV



Entry 6:
# C5H8NO

The ion C5H8NO with charge +1 at a distorted geometry (the ωB97M-V functional and the def2-TZVPD basis, OMol25).

Structure (XYZ):
```
15
Properties=species:S:1:pos:R:3:forces:R:3
N -0.855 -1.614 0.443 -0.93 0.14 -1.48
C -0.240 -0.248 0.668 0.27 -0.81 -1.69
C -1.107 0.951 0.531 0.78 1.17 -0.41
C -0.455 1.470 -0.564 -0.52 -3.50 2.43
C 0.452 0.224 -0.667 0.66 1.87 2.09
C 1.910 0.548 -0.464 -0.68 -1.35 1.00
O 2.598 0.083 0.403 -0.16 0.45 -0.35
H -0.256 -2.447 0.277 -0.05 0.73 0.87
H -1.205 -1.400 -0.480 -0.83 -0.63 -0.65
H -1.684 -1.802 1.005 0.24 -0.34 0.39
H 0.246 -0.330 1.600 1.38 0.21 0.68
H -1.643 1.295 1.405 -0.73 0.57 -0.62
H -0.401 2.273 -1.223 -0.41 1.69 -0.50
H 0.458 -0.161 -1.660 -0.62 -1.55 -0.67
H 2.183 1.159 -1.274 1.61 1.35 -1.09
```
Forces are in eV/Å.

## Properties
largest force on an atom: 4.3 eV Å⁻¹
LUMO energy: -4.07 eV
net charge: +1
HOMO: -0.5061 Eh
ΔE to the lowest compared entry with this formula, charge and spin: 2.405 eV
2S+1: 1
frontier orbital gap: 9.701 eV



Entry 7:
# C5H8NO

The ion C5H8NO with charge +1 at a distorted geometry (the ωB97M-V functional and the def2-TZVPD basis, OMol25).

Structure (XYZ):
```
15
Properties=species:S:1:pos:R:3:forces:R:3
C -0.434 -1.730 0.009 1.44 -1.37 2.03
N -0.494 -0.356 0.541 1.01 0.19 0.60
C 0.871 0.083 0.862 3.44 -0.11 0.12
C 1.320 1.129 0.156 -0.65 -0.34 -1.75
C 0.239 1.613 -0.776 -2.64 -2.67 1.77
O -0.929 1.908 0.035 -0.16 0.96 0.00
C -1.037 0.613 -0.360 1.90 2.50 -4.02
H 0.282 -1.747 -0.767 0.82 0.31 -0.92
H 0.027 -2.377 0.837 -1.18 0.72 -1.19
H -1.339 -2.086 -0.407 -1.23 -0.23 0.18
H -0.948 -0.242 1.432 -1.00 -0.59 0.72
H 1.578 -0.601 1.432 -1.65 0.97 -0.29
H 2.349 1.508 0.014 -0.69 -0.47 0.72
H 0.272 1.915 -1.827 0.15 0.43 0.70
H -1.757 0.370 -1.181 0.42 -0.29 1.33
```
Forces are in eV/Å.

## Properties
largest force on an atom: 5.1 eV Å⁻¹
LUMO energy: -3.66 eV
net charge: +1
HOMO: -0.5339 Eh
ΔE to the lowest compared entry with this formula, charge and spin: 2.691 eV
2S+1: 1
frontier orbital gap: 10.873 eV



Entry 8:
# C5H8NO

The ion C5H8NO with charge +1 at a distorted geometry (the ωB97M-V functional and the def2-TZVPD basis, OMol25).

Structure (XYZ):
```
15
Properties=species:S:1:pos:R:3:forces:R:3
C 0.362 -1.476 -0.182 2.08 -1.93 1.50
C -0.743 -0.604 -0.422 -0.91 3.70 -0.66
N -0.194 0.970 0.046 -0.75 -3.01 -0.01
C -0.415 2.220 -0.410 -2.92 2.04 -1.84
C 0.433 3.059 0.211 -0.31 0.08 0.02
O 1.160 2.283 1.043 1.42 0.25 1.46
C 0.747 1.070 0.942 0.47 -3.49 0.05
H -0.119 -2.440 0.008 0.59 -0.44 -0.72
H 0.825 -1.327 0.803 -0.63 -0.26 0.01
H 1.278 -1.474 -0.782 -0.81 -0.17 -0.74
H -1.600 -0.899 0.174 -0.05 0.71 0.45
H -1.116 -0.471 -1.457 0.65 0.10 0.54
H -1.328 2.479 -1.010 1.46 -0.37 0.38
H 0.627 4.121 0.290 -0.20 -0.25 -0.34
H 1.138 0.069 1.381 -0.10 3.05 -0.10
```
Forces are in eV/Å.

## Properties
largest force on an atom: 4.0 eV Å⁻¹
LUMO energy: -3.52 eV
net charge: +1
HOMO: -0.5491 Eh
ΔE to the lowest compared entry with this formula, charge and spin: 1.276 eV
2S+1: 1
frontier orbital gap: 11.423 eV



Entry 9:
# C5H8NO

A cluster of 2 separate species, C5H8NO in total at a distorted geometry (the ωB97M-V functional and the def2-TZVPD basis, OMol25).

Structure (XYZ):
```
15
Properties=species:S:1:pos:R:3:forces:R:3
C 3.301 0.165 -0.284 -0.48 -0.22 0.16
C 2.242 0.364 0.213 -5.52 1.84 2.32
C -0.842 -0.662 -0.326 0.48 2.45 0.47
C -0.962 0.696 -0.996 1.17 0.71 -0.86
C 0.283 1.035 0.945 1.50 0.43 -3.78
N -0.461 -0.214 1.093 -3.03 1.28 -1.70
O -0.405 1.671 -0.101 1.19 -0.85 2.59
H 4.102 -0.330 -0.677 1.94 -0.50 -0.87
H -1.734 -1.255 -0.242 0.05 -0.59 -0.44
H 0.078 -0.964 -0.745 0.64 -1.91 -0.25
H -0.377 0.790 -1.905 0.49 -0.59 -0.10
H -1.894 1.015 -1.340 -1.93 0.51 0.29
H 0.394 1.662 1.833 0.37 -0.30 -0.33
H -1.403 -0.076 1.527 1.14 0.14 0.39
H -0.008 -0.976 1.442 1.99 -2.40 2.10
```
Forces are in eV/Å.

## Properties
largest force on an atom: 6.3 eV Å⁻¹
LUMO energy: -4.55 eV
net charge: +1
HOMO: -0.5249 Eh
ΔE to the lowest compared entry with this formula, charge and spin: 5.585 eV
2S+1: 1
frontier orbital gap: 9.729 eV



Entry 10:
# C5H8NO2

The ion C5H8NO2 with charge +1 at a distorted geometry (the ωB97M-V functional and the def2-TZVPD basis, OMol25).

Structure (XYZ):
```
16
Properties=species:S:1:pos:R:3:forces:R:3
C 0.256 -1.562 -0.372 -1.35 -1.59 -0.40
C -0.925 0.203 0.255 2.34 -3.56 -0.57
C 2.716 0.695 0.699 -1.32 3.20 -1.08
C -3.257 0.383 -0.177 1.52 -3.62 0.13
C 2.153 0.087 -0.488 -1.48 -1.00 2.12
N 1.246 -0.780 -0.390 0.46 0.12 -0.40
O -1.001 -1.107 -0.197 2.78 0.46 0.63
O -1.930 0.865 0.223 -3.95 3.83 0.05
H 0.330 -2.655 -0.432 0.11 0.57 -0.10
H 3.696 0.436 0.842 2.83 -0.23 0.03
H 2.572 1.838 0.602 0.62 -1.68 0.06
H 2.215 0.400 1.546 -1.37 -0.77 1.98
H -3.597 -0.311 0.651 0.17 0.81 -1.05
H -3.136 -0.215 -1.162 -0.44 1.32 1.57
H -3.770 1.273 -0.193 -1.65 1.61 -0.48
H 2.432 0.450 -1.406 0.70 0.54 -2.51
```
Forces are in eV/Å.

## Properties
largest force on an atom: 5.5 eV Å⁻¹
LUMO energy (alpha / beta): -4.34 / -5.93 eV
net charge: +1
HOMO (alpha / beta): -0.3870 / -0.5856 Eh
ΔE to the lowest compared entry with this formula, charge and spin: 1.653 eV
2S+1: 3
frontier orbital gap (alpha / beta): 6.187 / 10.007 eV



Entry 11:
# C5H8NO3S

A structure of composition C5H8NO3S at a distorted geometry (the ωB97M-V functional and the def2-TZVPD basis, OMol25).

Structure (XYZ):
```
18
Properties=species:S:1:pos:R:3:forces:R:3
C 0.681 0.459 -0.039 0.21 -1.71 0.15
C 2.052 0.167 0.080 0.01 -0.18 -0.02
C 0.446 2.933 -0.163 0.65 -1.07 0.05
C 2.366 -1.329 -0.016 0.00 0.31 0.05
C -1.268 1.993 -0.066 -1.87 -0.28 0.35
N 0.179 1.701 -0.094 0.84 2.66 -0.23
O -2.990 0.138 -1.219 -0.38 -0.29 -0.28
O -3.579 0.553 1.135 -0.23 0.18 0.34
O 2.976 0.977 0.223 -0.12 0.31 -0.10
S -3.589 -0.442 0.034 1.36 -1.04 0.22
H -0.046 -0.335 -0.069 -0.18 0.14 -0.06
H 1.462 -1.930 -0.016 -0.04 -0.13 0.02
H 3.015 -1.624 0.805 0.03 0.01 0.11
H 2.911 -1.505 -0.941 0.05 -0.01 -0.11
H -1.665 1.895 0.948 0.23 -0.04 -0.20
H -1.472 3.005 -0.440 0.09 0.02 0.00
H -1.822 1.281 -0.738 0.52 0.33 0.10
H -2.415 -1.355 0.465 -1.17 0.79 -0.40
```
Forces are in eV/Å.

## Properties
largest force on an atom: 2.8 eV Å⁻¹
LUMO energy: 3.56 eV
net charge: -1
HOMO: -0.1544 Eh
ΔE to the lowest compared entry with this formula, charge and spin: 4.290 eV
2S+1: 1
frontier orbital gap: 7.757 eV



Entry 12:
# C5H8NO6

The ion C5H8NO6 with charge -1 at a distorted geometry (the ωB97M-V functional and the def2-TZVPD basis, OMol25).

Structure (XYZ):
```
20
Properties=species:S:1:pos:R:3:forces:R:3
O 1.381 1.589 1.740 0.24 0.72 0.22
C 1.372 0.471 1.214 -0.91 -0.79 0.73
O 2.285 -0.281 0.844 0.75 -0.17 -0.27
C -0.062 -0.215 1.155 0.66 0.39 0.08
O 0.177 -1.595 1.151 -0.02 -0.11 0.12
O -0.779 0.203 2.288 -0.16 -0.10 0.08
C -0.818 0.224 -0.153 0.05 0.05 0.24
C 0.064 1.213 -0.864 -0.24 0.02 -0.18
C 0.957 0.924 -1.797 -0.33 0.42 -0.59
O 1.063 -0.236 -2.491 0.25 -0.31 0.12
N -1.174 -0.931 -0.974 0.19 -0.40 -0.27
O -2.511 -1.348 -0.718 -0.19 -0.04 -0.02
H 1.168 -1.612 1.025 -0.35 0.12 0.06
H -0.259 0.970 2.602 0.01 -0.11 -0.10
H -1.743 0.728 0.150 0.14 -0.20 -0.11
H 0.078 2.196 -0.423 0.18 0.09 -0.01
H 1.655 1.667 -2.164 0.05 0.02 0.05
H 0.339 -0.811 -2.192 -0.17 0.08 -0.24
H -0.584 -1.707 -0.637 -0.37 0.32 0.10
H -2.610 -1.449 0.243 0.24 -0.01 -0.01
```
Forces are in eV/Å.

## Properties
largest force on an atom: 1.4 eV Å⁻¹
LUMO energy: 3.58 eV
net charge: -1
HOMO: -0.1847 Eh
ΔE to the lowest compared entry with this formula, charge and spin: 0.382 eV
2S+1: 1
frontier orbital gap: 8.607 eV